No. 1
Molecular formula: C2H4NO4
Method: DFT, wB97M-V/def2-TZVPD

## Properties
E_HOMO: -4.71 eV
ΔE to the lowest compared entry with this formula, charge and spin: 1.5588 eV
HOMO-LUMO gap: 8.818 eV

ORCA input file:
```
! wB97M-V def2-TZVPD RIJCOSX def2/J DEFGRID3
* xyz -1 1
O -2.60151 -0.59918 0.16733
O -1.25077 1.06956 -0.65178
O 1.69946 -0.43450 -0.92342
O 0.89240 1.26393 0.40312
N -0.34634 -0.67660 0.38099
C 1.04421 -0.06881 0.30265
C -1.54248 -0.02823 -0.05953
H -0.66324 -1.55182 0.87404
H 1.49549 -0.62604 1.12216
H -0.14519 1.41210 -0.10154
H 1.41797 0.23958 -1.51402
*
```


No. 2
Molecular formula: C4H14O2S
Method: DFT, wB97M-V/def2-TZVPD

## Properties
Structure (SMILES): CCCCS.O.O
E_HOMO: -8.96 eV
ΔE to the lowest compared entry with this formula, charge and spin: 0.5928 eV
HOMO-LUMO gap: 9.358 eV

ORCA input file:
```
! wB97M-V def2-TZVPD RIJCOSX def2/J DEFGRID3
* xyz 0 1
S -0.70670 0.78366 3.21588
O 1.21236 -1.25152 -4.04678
O 3.11426 -0.79605 -0.74190
C -0.73934 -0.61096 0.82305
C 0.14647 0.27039 1.71920
C -1.78772 1.54135 -0.33290
C -1.95959 0.12113 0.21224
H -0.13830 -0.87961 -0.05054
H 3.05597 -1.57214 -0.17100
H -1.55862 1.54688 -1.41031
H 0.15178 0.27889 4.10314
H 4.03069 -0.51201 -0.67024
H 0.48555 1.09787 1.10260
H 2.10313 -1.54829 -4.27796
H 1.35311 -0.53568 -3.40824
H -1.03590 -1.45668 1.42999
H -2.76328 0.12329 0.97365
H -2.39615 -0.55129 -0.50806
H -0.96138 2.04134 0.17811
H -2.65514 2.17258 -0.13130
H 1.04882 -0.26315 1.99137
*
```


No. 3
Molecular formula: C6H24AlN12O6
Method: DFT, wB97M-V/def2-TZVPD

## Properties
E_HOMO (alpha / beta): -14.82 / -14.68 eV
ΔE to the lowest compared entry with this formula, charge and spin: 1.4875 eV
HOMO-LUMO gap (alpha / beta): 9.187 / 4.492 eV

ORCA input file:
```
! wB97M-V def2-TZVPD RIJCOSX def2/J DEFGRID3
* xyz 2 2
Al -0.81720 -0.17302 1.06718
O 0.59357 1.37377 3.07165
O 0.45364 2.31780 0.06649
O 0.49590 -2.79421 0.52977
O -2.26265 -1.56718 -1.15465
O -2.09014 1.32443 -1.17785
O 2.10994 -0.47517 1.36779
N -2.74341 2.70337 -2.78784
N 0.94919 3.63504 -1.72682
N 1.99197 3.93887 0.03059
N 1.67247 -4.60390 0.13599
N -3.04777 0.66800 -3.15791
N 3.87160 -1.26062 0.19788
N 0.35428 1.02892 5.15782
N 1.66566 2.55914 4.48027
N -4.34728 -2.03777 -0.79899
N -0.36773 -4.54016 -0.46233
N -3.38945 -2.94112 -2.53313
N 3.65221 0.85034 0.42829
C 0.61289 -3.88859 0.11210
C 3.19535 -0.33133 0.79805
C 1.04291 3.25385 -0.47593
C -3.26680 -2.20566 -1.44095
C 0.88722 1.63490 4.17500
C -2.67287 1.53700 -2.27422
H -1.24353 -4.04172 -0.53041
H 2.55847 4.47542 -0.61072
H -0.28140 0.26776 4.96634
H 1.73891 4.09202 -2.15999
H -2.58563 3.53428 -2.23575
H -2.71016 -0.28246 -3.10537
H -0.22357 -5.45062 -0.87510
H 4.75851 -1.10798 -0.26059
H -3.13342 2.76470 -3.71748
H 0.15130 3.30642 -2.25168
H 1.81847 2.66439 5.47308
H 0.61897 1.31215 6.09046
H -5.24960 -2.44913 -0.99059
H 3.29771 1.74960 0.72116
H -4.34409 -3.08201 -2.83133
H 2.34562 3.60688 0.91651
H 2.23797 3.04420 3.80405
H -4.31906 -1.33069 -0.07833
H -2.61054 -2.75816 -3.14951
H 1.36501 -5.55497 -0.00906
H 2.45129 -4.34272 0.72362
H -3.51154 0.99232 -3.99447
H 4.54583 0.79840 -0.03950
H 3.78095 -2.21477 0.51640
*
```


No. 4
Molecular formula: C3H7NO2
Method: DFT, wB97M-V/def2-TZVPD

## Properties
Structure (SMILES): CC/C(O)=N/O
E_HOMO: -8.82 eV
ΔE to the lowest compared entry with this formula, charge and spin: 3.0687 eV
HOMO-LUMO gap: 9.683 eV

ORCA input file:
```
! wB97M-V def2-TZVPD RIJCOSX def2/J DEFGRID3
* xyz 0 1
O -1.52670 0.35926 0.69969
O 0.36495 1.62045 2.01257
N 0.71314 1.01675 0.77137
C 0.30058 -1.45612 -0.73305
C -0.11948 0.08926 -1.24521
C -0.32080 0.57622 0.13015
H -0.34330 -1.95969 -0.01534
H -1.04708 0.01678 -1.79646
H 0.73767 0.56894 -1.71075
H 1.33577 -1.46901 -0.41589
H -1.49121 0.72151 1.60345
H 0.18943 -2.05310 -1.63251
H 1.20705 1.96873 2.33197
*
```


No. 5
Molecular formula: C5H7NO
Method: DFT, wB97M-V/def2-TZVPD

## Properties
Structure (SMILES): [H]/N=C1\OC[C@H]2C[C@@H]12
E_HOMO: -9.63 eV
ΔE to the lowest compared entry with this formula, charge and spin: 2.2944 eV
HOMO-LUMO gap: 10.691 eV

ORCA input file:
```
! wB97M-V def2-TZVPD RIJCOSX def2/J DEFGRID3
* xyz 0 1
O -1.24284 -0.31069 -0.63427
N -0.86403 2.10822 -0.93211
C 1.23024 -0.13850 -0.36523
C -0.78364 -1.27519 0.36097
C 0.44718 0.76550 0.58510
C 0.53335 -0.69684 0.82604
C -0.69314 1.01567 -0.32806
H 0.58489 -0.36282 -1.22412
H -0.62231 -2.29058 -0.04366
H -1.34888 2.11491 -1.82484
H 0.91793 1.50374 1.23158
H 1.08368 -1.08945 1.67062
H 2.29404 -0.00068 -0.47274
H -1.53646 -1.34329 1.15071
*
```


No. 6
Molecular formula: C24H55NO10S
Method: DFT, wB97M-V/def2-TZVPD

## Properties
Structure (SMILES): CCCO[C@@H]1CCOS(=O)(=O)[C@]1(C)ON=O.CCOCC.CCOCC.CCOCC.CCOCC
E_HOMO: -9.49 eV
HOMO-LUMO gap: 9.111 eV

ORCA input file:
```
! wB97M-V def2-TZVPD RIJCOSX def2/J DEFGRID3
* xyz 0 1
S -1.43314 0.26175 -3.37915
O -0.43021 -0.45750 -2.65681
O -2.35811 2.69935 -3.45933
O -4.10385 4.68700 3.82481
O -2.62389 4.81324 -3.80078
O -1.05237 0.12087 -4.90864
O 0.50827 3.71446 -3.51432
O -2.80747 -0.05658 -3.17295
O 5.61117 -2.76951 3.65891
O -0.91165 0.52376 1.81996
O 1.65575 -4.54359 -1.37444
N -2.40743 4.08807 -2.94041
C 0.73299 -6.23492 0.16347
C -3.06469 -0.41404 1.05868
C 1.93129 3.82568 -3.55006
C -1.17205 2.04580 -3.03366
C 0.02340 2.45703 -3.90480
C -0.92594 2.17641 -1.53733
C -0.36040 2.44083 -5.38951
C 4.51235 -2.77998 2.76465
C -1.15319 0.38255 3.20839
C -0.53527 -3.66720 -2.06194
C -5.99200 4.85116 2.24761
C -0.70003 -0.94575 3.78718
C 5.90673 -4.00039 4.29465
C -2.55788 3.67305 2.18781
C 6.24369 -5.13136 3.33808
C 3.49736 1.85261 -3.05241
C 3.19045 -3.16300 3.40691
C 2.65515 2.99807 -2.47589
C 1.27877 -4.83196 -0.04214
C -1.28382 1.28174 -5.74641
C -3.56928 3.48242 3.30351
C 0.61666 -4.61502 -2.34054
C -4.78964 5.51186 2.90012
C -1.54832 -0.41799 0.97326
H -0.31753 3.05119 -1.31750
H 6.76707 -3.78524 4.92876
H -1.86796 2.28479 -1.00140
H 3.20129 -4.18313 3.79373
H -5.11438 6.37324 3.48431
H 5.40310 -5.38853 2.69242
H -1.10092 0.93711 -6.76087
H 2.38980 -3.09840 2.66805
H 4.45399 -1.76107 2.38157
H -1.16021 -1.42899 1.14453
H 2.12300 4.88801 -3.40664
H 2.29843 3.56288 -4.54941
H -0.18860 -6.40164 -0.39541
H -2.15905 2.70417 1.88197
H -0.86192 3.37732 -5.63648
H 7.08633 -4.85696 2.70213
H 1.90448 2.56385 -1.81404
H -0.59781 1.19889 3.67219
H -1.72877 4.29867 2.52288
H -3.47363 -1.11131 0.32684
H 0.25663 -5.64538 -2.44484
H -3.45927 0.58136 0.84378
H -1.04198 -3.91247 -1.12654
H 0.77191 1.67152 -3.74359
H 2.88245 0.98950 -3.31593
H -6.49462 5.56447 1.59304
H 1.46236 -6.97939 -0.15862
H 4.03641 2.16738 -3.94854
H -1.27581 -3.72331 -2.86126
H -2.99867 4.14478 1.30745
H -1.24405 -0.14167 -0.03321
H 3.31294 3.65027 -1.90196
H -3.09027 2.99972 4.15628
H -3.42472 -0.71257 2.04455
H -0.41202 1.29890 -1.15684
H 4.23961 1.50680 -2.33252
H 2.95515 -2.49274 4.23520
H -2.33419 1.56287 -5.68198
H 1.09609 -4.35158 -3.28355
H -4.37496 2.81506 2.97349
H -0.17898 -2.64101 -1.99786
H 4.71834 -3.42915 1.90576
H 2.19251 -4.70902 0.54189
H 0.51345 -6.39545 1.22010
H 0.56480 -4.08551 0.32604
H 5.08809 -4.29786 4.96040
H 6.51195 -6.02462 3.90375
H -6.70138 4.51326 3.00426
H 0.36475 -1.09929 3.60494
H -1.24239 -1.78723 3.35416
H -5.70841 3.98993 1.64129
H -2.21461 0.55500 3.42535
H 0.56524 2.40312 -5.96628
H -0.87448 -0.95786 4.86382
H -4.10203 5.88832 2.13384
*
```


Looking at largest force on an atom for the records above, in order, we have 3.0; 1.9; 8.6; 4.2; 1.6; 0.6 eV Å⁻¹.